[1]
3 unconnected molecules or ions with the total composition C3H10I2N3O in a non-equilibrium geometry. Source: the Open Molecules 2025 dataset; level of theory: ωB97M-V/def2-TZVPD.

HOMO-LUMO gap, Eh: 0.308

```
! RIJCOSX wB97M-V def2-TZVPD def2/J DEFGRID3
* xyz 1 1
C 4.13 -0.62 -0.86
C -2.62 -0.26 0.19
C 1.67 -0.56 -0.39
N -3.70 0.24 0.87
N -1.51 -0.66 0.80
N 2.86 -1.16 -0.56
O 0.72 -1.28 0.01
I -5.46 0.67 -0.18
I -2.57 3.37 0.13
H 4.93 -0.85 -0.16
H 4.49 -1.08 -1.82
H 4.15 0.42 -0.95
H -2.79 -0.14 -0.88
H 1.50 0.59 -0.62
H -3.62 0.30 1.82
H -1.48 -0.32 1.69
H -2.86 4.48 1.15
H 2.83 -2.12 -0.51
H -0.66 -1.02 0.30
*
```



[2]
2 unconnected molecules or ions with the total composition C3H10IN2 in a non-equilibrium geometry. Source: the Open Molecules 2025 dataset; level of theory: ωB97M-V/def2-TZVPD.

HOMO-LUMO gap, Eh: 0.330

```
! RIJCOSX wB97M-V def2-TZVPD def2/J DEFGRID3
* xyz 1 1
C 1.45 -0.93 -0.58
C 1.04 0.29 0.15
C 0.24 0.06 1.27
N -1.84 -0.21 -0.24
N -0.33 1.00 2.01
I -0.16 -1.96 1.92
H 0.68 -1.54 -0.93
H 1.89 -0.68 -1.53
H 2.10 -1.50 0.08
H 0.55 1.11 -0.56
H 1.84 0.91 0.59
H -2.27 0.07 0.68
H -2.23 -0.95 -0.83
H -0.19 2.03 2.02
H -1.04 0.57 2.61
H -1.62 0.55 -0.89
*
```



[3]
2 unconnected molecules or ions with the total composition C3H10IN2O in a non-equilibrium geometry. Source: the Open Molecules 2025 dataset; level of theory: ωB97M-V/def2-TZVPD.

HOMO-LUMO gap, Eh: 0.344

```
! RIJCOSX wB97M-V def2-TZVPD def2/J DEFGRID3
* xyz 1 1
C 2.22 -0.57 0.46
C -0.18 -0.47 0.26
C 0.44 1.97 -0.42
N 0.96 -1.14 0.08
N -0.43 0.83 -0.81
O 0.24 2.61 0.57
I -4.26 -0.02 0.05
H 2.87 -0.31 -0.53
H 2.02 0.32 1.18
H 2.88 -1.47 0.94
H -0.24 -0.01 1.25
H -1.16 -0.97 -0.11
H 1.09 2.31 -1.25
H -1.40 1.10 -0.52
H 0.94 -1.97 -0.50
H -0.18 0.58 -1.73
H -5.45 0.83 0.62
*
```



[4]
3 unconnected molecules or ions with the total composition C3H10INOP in a non-equilibrium geometry. Source: the Open Molecules 2025 dataset; level of theory: ωB97M-V/def2-TZVPD.

HOMO-LUMO gap, Eh: 0.316

```
! RIJCOSX wB97M-V def2-TZVPD def2/J DEFGRID3
* xyz 1 1
C 1.10 2.38 -1.25
C -3.14 -2.15 1.98
C 2.31 1.92 -0.58
N 2.38 0.79 -0.08
O 0.51 -1.35 0.17
P -0.08 -2.46 -0.60
I -0.72 -1.50 -2.79
H 0.48 2.88 -0.53
H 1.37 3.08 -2.04
H 0.54 1.55 -1.64
H -2.44 -1.42 1.60
H -2.79 -2.50 2.95
H -3.24 -2.95 1.24
H 3.15 2.48 -0.68
H -4.06 -1.52 1.95
H 3.27 0.43 0.32
H 1.38 0.32 -0.03
*
```



[5]
A single C3H10IPSi molecule in a non-equilibrium geometry. Source: the Open Molecules 2025 dataset; level of theory: ωB97M-V/def2-TZVPD.

SMILES: C[Si](C)(C)PI
HOMO-LUMO gap, Eh: 0.319

```
! RIJCOSX wB97M-V def2-TZVPD def2/J DEFGRID3
* xyz 0 1
C 0.43 -0.07 -1.88
C -0.28 1.51 0.72
C 1.53 -1.04 0.85
Si 0.02 -0.22 -0.02
P -1.81 -1.60 0.48
I -3.45 -0.08 -0.66
H 0.15 0.91 -2.25
H 1.44 -0.29 -2.16
H -0.24 -0.81 -2.46
H -1.29 1.82 1.05
H 0.52 1.63 1.45
H -0.02 2.19 -0.09
H 2.23 -1.40 0.16
H 1.89 -0.24 1.45
H 0.95 -1.68 1.55
H -2.07 -0.62 1.81
*
```



[6]
2 unconnected molecules or ions with the total composition C3H10N in a non-equilibrium geometry. Source: the Open Molecules 2025 dataset; level of theory: ωB97M-V/def2-TZVPD.

HOMO-LUMO gap, Eh: 0.330

```
! RIJCOSX wB97M-V def2-TZVPD def2/J DEFGRID3
* xyz 1 1
C -2.15 -3.41 -1.46
H -1.59 -3.39 -2.41
H -3.00 -4.06 -1.67
H -2.37 -2.34 -1.39
H -1.52 -3.87 -0.71
C 0.13 2.13 1.00
C 2.40 1.75 0.34
N 1.50 1.68 1.25
H -0.22 2.79 1.80
H -0.67 1.38 1.09
H 0.09 2.64 0.04
H 2.29 1.97 -0.71
H 3.40 1.65 0.77
H 1.69 1.08 2.04
*
```



[7]
2 unconnected molecules or ions with the total composition C3H10N in a non-equilibrium geometry. Source: the Open Molecules 2025 dataset; level of theory: ωB97M-V/def2-TZVPD.

HOMO-LUMO gap, Eh: 0.360

```
! RIJCOSX wB97M-V def2-TZVPD def2/J DEFGRID3
* xyz 1 1
N -0.54 2.14 -0.27
H -0.74 2.00 0.72
H -1.37 2.48 -0.78
H 0.24 2.78 -0.45
H -0.37 1.19 -0.63
C -0.18 -1.47 -0.92
C -0.08 -0.96 0.48
C 1.01 -0.39 1.00
H -1.18 -1.32 -1.34
H 0.55 -1.03 -1.61
H -0.01 -2.55 -0.91
H -0.99 -1.18 1.03
H 1.01 -0.21 2.07
H 1.93 -0.24 0.46
*
```



[8]
A single C3H10N2 molecule in a non-equilibrium geometry. Source: the Open Molecules 2025 dataset; level of theory: ωB97M-V/def2-TZVPD.

SMILES: C[C@H](N)CN
HOMO-LUMO gap, Eh: 0.358

```
! RIJCOSX wB97M-V def2-TZVPD def2/J DEFGRID3
* xyz 0 1
C -1.97 -0.38 0.00
C -0.42 -0.03 0.41
C 0.80 -0.71 -0.31
H -2.82 0.32 -0.03
H -1.75 -0.64 -1.14
H -2.35 -1.35 0.35
H -0.25 -0.22 1.42
H -0.93 1.96 0.17
H 0.64 1.65 -0.10
H 0.81 -0.29 -1.31
H 1.05 -1.71 0.18
H 2.80 0.10 -0.75
H 2.56 -0.10 1.11
N -0.27 1.33 -0.14
N 2.12 0.07 0.12
*
```



[9]
2 unconnected molecules or ions with the total composition C3H10N2 in a non-equilibrium geometry. Source: the Open Molecules 2025 dataset; level of theory: ωB97M-V/def2-TZVPD.

SMILES: C=CN.CN
HOMO-LUMO gap, Eh: 0.319

```
! RIJCOSX wB97M-V def2-TZVPD def2/J DEFGRID3
* xyz 0 1
C 0.28 2.32 1.47
N -1.08 1.94 1.30
H 0.70 1.93 2.53
H 0.39 3.40 1.57
H 0.80 1.97 0.50
H -1.82 1.81 2.03
H -1.51 2.35 0.46
C 1.03 -2.43 -2.08
C -0.16 -2.11 -1.35
N -0.19 -1.26 -0.29
H 1.98 -1.92 -1.72
H 0.92 -2.78 -3.06
H -0.89 -2.79 -1.63
H -1.11 -1.33 0.00
H 0.65 -1.09 0.26
*
```



[10]
2 unconnected molecules or ions with the total composition C3H10N2 in a non-equilibrium geometry. Source: the Open Molecules 2025 dataset; level of theory: ωB97M-V/def2-TZVPD.

SMILES: C=N.CNC
HOMO-LUMO gap, Eh: 0.361

```
! RIJCOSX wB97M-V def2-TZVPD def2/J DEFGRID3
* xyz 0 1
C -2.42 0.81 0.47
N -3.06 0.44 -0.56
H -1.99 0.12 1.20
H -2.44 1.87 0.69
H -3.16 -0.57 -0.57
C 0.80 -1.24 -0.65
N 1.94 -0.41 -0.29
C 1.61 0.84 0.38
H 1.18 -2.17 -1.07
H 0.29 -0.72 -1.46
H 0.11 -1.50 0.16
H 2.61 -0.96 0.22
H 0.93 1.38 -0.29
H 1.03 0.74 1.31
H 2.56 1.37 0.48
*
```